# 1
A cluster of 2 separate species, C37H43ClI2N3O12PS in total. Source: the Open Molecules 2025 dataset; level of theory: wB97M-V/def2-TZVPD.

Structure (XYZ):
```
100
Properties=species:S:1:pos:R:3:lowdin_charge:R:1
C -3.0792 4.1581 3.0841 -0.060
C -2.6073 2.8060 2.5409 -0.218
O -3.6919 2.1732 1.8239 -0.014
C -3.3261 1.7277 0.5923 -0.489
O -2.7859 2.4085 -0.2376 0.126
C -3.6819 0.2842 0.2775 -0.073
C -2.4735 -0.6967 0.5149 -0.148
C -1.7841 -0.8949 -0.8468 -0.162
C -0.6820 -1.9959 -0.8632 -0.365
O 0.1513 -1.5827 0.2825 0.040
C 1.1631 -0.8416 -0.0472 -0.343
N 1.9164 0.0358 -0.1857 0.215
O 0.1241 -1.7010 -1.9957 -0.062
C 0.1870 -2.6309 -3.0695 -0.358
C 1.3604 -2.1007 -3.9757 -0.054
C 2.0710 -0.8658 -3.4009 -0.246
O 1.9093 0.2523 -3.8026 0.080
C -1.0595 -2.6597 -4.0190 -0.195
C -1.6201 -1.2181 -4.3085 -0.657
C -1.2758 -0.7406 -5.7383 -0.182
I -3.8047 -1.4329 -4.3431 0.837
C 0.5417 -4.0421 -2.4515 -0.332
C 0.6969 -5.0186 -3.6695 -0.137
C 1.9770 -5.9152 -3.6466 -0.205
C 1.7725 -6.9643 -4.7972 -0.235
C 3.1116 -7.3317 -5.4683 -0.248
S 3.0566 -8.8568 -6.4236 0.321
O 2.4253 -8.6416 -7.6874 -0.324
O 4.4233 -9.2453 -6.5998 -0.349
Cl 2.1326 -10.3406 -5.3625 0.400
P 2.1003 -4.0242 -1.3796 0.871
N 3.3796 -3.4726 -2.1177 -0.263
N -0.6006 -4.5183 -1.5547 -0.070
C -0.3507 -5.8107 -0.8769 -0.101
C -1.6704 -6.5922 -0.5482 -0.216
O -2.3118 -7.0421 -1.4520 0.066
C -1.2190 -3.4562 -0.7016 -0.422
I -3.3705 -3.5977 -1.1675 1.215
C -1.2014 -3.8337 0.8411 -0.778
O -0.1126 -4.0453 1.4074 -0.012
O -2.2724 -3.9765 1.4213 -0.084
H -3.6379 4.7430 2.3463 0.082
H -2.2170 4.7309 3.4468 0.070
H -3.7621 3.9695 3.9206 0.076
H -2.3745 2.1641 3.4028 0.121
H -1.7002 2.8787 1.9340 0.120
H -3.9301 0.2569 -0.7920 0.110
H -4.5881 -0.0710 0.7815 0.123
H -1.7997 -0.2542 1.2543 0.129
H -2.9169 -1.6001 0.9423 0.076
H -1.1991 0.0290 -1.0028 0.146
H -2.4521 -0.9405 -1.7081 0.026
H 0.9890 -1.7983 -4.9606 0.108
H 2.1247 -2.8634 -4.1594 0.104
H 2.7534 -1.0362 -2.5466 0.092
H -1.8360 -3.3820 -3.7447 0.035
H -0.6829 -2.9990 -4.9907 0.102
H -1.3243 -0.4944 -3.5498 0.081
H -0.2827 -0.2645 -5.7214 0.076
H -1.9766 0.0257 -6.0775 0.052
H -1.2357 -1.5761 -6.4435 0.081
H -0.1356 -5.7455 -3.6782 0.133
H 0.6949 -4.5285 -4.6420 0.115
H 2.0609 -6.5048 -2.7320 0.091
H 2.8581 -5.3101 -3.8817 0.100
H 1.0441 -6.5790 -5.5234 0.118
H 1.2801 -7.8357 -4.3409 0.090
H 3.3375 -6.5412 -6.1914 0.123
H 3.8682 -7.4055 -4.6824 0.116
H 2.3507 -5.3467 -0.9478 0.031
H 1.8872 -3.2750 -0.1960 0.045
H 3.7338 -2.6772 -1.5949 -0.019
H -1.3042 -4.7616 -2.2703 0.090
H 0.1685 -6.5276 -1.5297 0.128
H 0.2895 -5.7553 0.0063 0.112
H -1.9075 -6.7200 0.5248 0.146
C 3.6282 8.5107 3.6241 -0.056
C 2.8000 7.4892 3.1694 -0.055
C 1.6280 7.1927 3.8446 -0.001
C 1.2835 7.9084 4.9849 -0.083
C 2.1267 8.9178 5.4544 -0.083
C 3.2932 9.2227 4.7637 -0.002
C 1.7991 9.6624 6.7003 -0.278
O 2.5291 10.5427 7.1069 0.107
C 0.5612 9.2986 7.4416 -0.082
C 0.2668 9.9432 8.6369 -0.002
C -0.8888 9.6230 9.3295 -0.057
C -1.7613 8.6627 8.8266 -0.057
C -1.4702 8.0134 7.6387 -0.002
C -0.3049 8.3214 6.9471 -0.082
C 0.0128 7.5916 5.6904 -0.276
O -0.7460 6.7511 5.2522 0.099
H 4.5394 8.7468 3.0898 0.108
H 3.0698 6.9258 2.2855 0.109
H 0.9824 6.4019 3.4871 0.119
H 3.9405 10.0131 5.1191 0.121
H 0.9422 10.6923 9.0278 0.121
H -1.1136 10.1228 10.2630 0.107
H -2.6676 8.4188 9.3659 0.107
H -2.1467 7.2637 7.2509 0.120
```

Summary:
* frontier orbital gap: 7.8 eV
* HOMO level: -0.3244 Eh
* spin multiplicity: 1

=====

# 2
A structure of composition C37H43ClN8OP2SSi2Ta. Source: the Open Molecules 2025 dataset; level of theory: wB97M-V/def2-TZVPD.

Structure (XYZ):
```
96
Properties=species:S:1:pos:R:3:lowdin_charge:R:1
Ta 0.0500 0.2902 -0.0499 1.471
C -3.7115 0.3266 2.2277 -0.170
Si -3.2237 1.4919 0.8331 0.384
C -2.6396 3.1476 1.4384 -0.222
C -4.8251 1.8328 -0.0658 -0.173
N -2.0089 0.6011 -0.1458 -0.403
P -2.1384 0.1463 -1.7494 0.749
C -0.5258 -0.2918 -2.0315 -0.557
P 0.0924 -1.8491 -1.7988 0.711
N 0.2426 -1.8307 -0.1627 -0.373
Si 0.4495 -3.2439 0.8890 0.409
C 2.0219 -3.2250 1.9093 -0.155
C -1.1106 -3.3787 1.9392 -0.165
C 0.5507 -4.8681 -0.0753 -0.161
C -0.8703 -3.2297 -2.4360 -0.292
C -1.8543 -3.8519 -1.6738 -0.124
C -2.5970 -4.8894 -2.2095 -0.066
C -2.3744 -5.2992 -3.5187 -0.057
C -1.4042 -4.6736 -4.2899 -0.058
C -0.6470 -3.6447 -3.7477 -0.060
C 1.7234 -1.9677 -2.5696 -0.315
C 2.0253 -1.0935 -3.6113 -0.093
C 3.2886 -1.1022 -4.1899 -0.060
C 4.2564 -1.9830 -3.7296 -0.065
C 3.9620 -2.8575 -2.6891 -0.068
C 2.7031 -2.8499 -2.1105 -0.084
C -2.6574 1.3799 -2.9739 -0.287
C -1.6951 1.8511 -3.8651 -0.109
C -2.0426 2.7215 -4.8859 -0.059
C -3.3619 3.1260 -5.0319 -0.061
C -4.3347 2.6332 -4.1724 -0.059
C -3.9870 1.7544 -3.1591 -0.091
C -3.4400 -1.0996 -1.9064 -0.298
C -3.8237 -1.5157 -3.1823 -0.072
C -4.8414 -2.4410 -3.3339 -0.060
C -5.4940 -2.9481 -2.2149 -0.068
C -5.1095 -2.5458 -0.9446 -0.064
C -4.0780 -1.6279 -0.7919 -0.100
H -3.9236 0.8547 3.1598 0.046
H -2.9200 -0.4049 2.3882 -0.028
H -4.6040 -0.2453 1.9639 0.035
H -3.5440 3.7380 1.6220 0.041
H -2.0458 3.6564 0.6779 0.015
H -2.0654 3.1161 2.3618 -0.001
H -5.5060 2.1510 0.7332 0.050
H -5.2898 0.9748 -0.5506 0.025
H -4.7534 2.6647 -0.7661 0.036
H 1.9653 -2.7089 2.8671 0.027
H 2.8771 -2.8379 1.3483 0.031
H 2.2476 -4.2706 2.1373 0.041
H -1.6889 -2.4499 1.9362 0.000
H -0.8941 -3.6545 2.9748 0.041
H -1.7524 -4.1601 1.5255 0.028
H 0.9492 -4.8384 -1.0891 0.025
H -0.4316 -5.3373 -0.1447 0.029
H 1.1887 -5.5454 0.5002 0.042
H -2.0315 -3.5355 -0.6528 0.084
H -3.3529 -5.3781 -1.6079 0.116
H -2.9554 -6.1118 -3.9357 0.112
H -1.2244 -4.9953 -5.3074 0.111
H 0.1264 -3.1766 -4.3447 0.109
H 1.2710 -0.3912 -3.9439 0.096
H 3.5161 -0.4167 -4.9961 0.112
H 5.2407 -1.9896 -4.1798 0.111
H 4.7158 -3.5443 -2.3257 0.112
H 2.5036 -3.5235 -1.2881 0.081
H -0.6724 1.5115 -3.7566 0.063
H -1.2838 3.0820 -5.5679 0.110
H -3.6352 3.8102 -5.8251 0.110
H -5.3703 2.9216 -4.2973 0.111
H -4.7661 1.3452 -2.5353 0.084
H -3.3349 -1.1072 -4.0595 0.122
H -5.1342 -2.7601 -4.3257 0.114
H -6.3039 -3.6562 -2.3374 0.112
H -5.6141 -2.9389 -0.0709 0.112
H -3.7645 -1.3289 0.1986 0.073
N 0.2086 -0.2976 4.5524 0.072
C -0.5616 -0.4983 3.4877 -0.143
N 0.1817 -0.4921 2.3945 0.000
C 1.4372 -0.2566 2.8959 -0.413
N 1.4947 -0.1476 4.1942 0.167
C 2.5909 -0.2066 2.0176 -0.253
C 3.8875 -0.3068 2.4978 -0.047
N 4.9266 -0.3936 1.6788 0.122
C 4.6531 -0.3786 0.3798 -0.077
C 3.3627 -0.2345 -0.1084 -0.105
N 2.3187 -0.1436 0.7151 -0.001
H -0.0616 -0.2600 5.5232 0.174
H -1.6223 -0.6477 3.5787 0.112
H 4.0666 -0.3336 3.5650 0.129
H 5.4800 -0.4651 -0.3142 0.119
H 3.1799 -0.1640 -1.1698 0.081
Cl 0.3297 2.1820 1.4201 0.207
O -0.5029 2.8649 -1.4183 -0.588
S 0.9001 2.6460 -1.7851 0.768
N 1.4584 1.3607 -1.2789 -0.538
```

Summary:
* relative energy (zero: lowest compared OMol25 entry of this formula, charge and spin): 136.27 kJ/mol
* frontier orbital gap: 7.5 eV
* total charge: +1
* HOMO level: -0.3925 Eh
* spin multiplicity: 1

=====

# 3
A structure of composition C37H43CoO3Si. Source: the Open Molecules 2025 dataset; level of theory: wB97M-V/def2-TZVPD.

Structure (XYZ):
```
85
Properties=species:S:1:pos:R:3:lowdin_charge:R:1
O -0.0830 -0.3288 -7.3620 -0.115
C -0.1796 0.9785 -8.0127 -0.152
C -0.3894 0.3921 -9.4098 -0.077
H 0.7513 1.5458 -7.9057 0.117
H -1.0316 1.5551 -7.6419 0.115
C -0.2136 -0.9689 -8.6690 -0.578
H 0.3993 0.6084 -10.1342 0.110
H -1.3894 0.5274 -9.8300 0.111
C 1.0544 -1.6821 -9.1014 -0.029
H 1.9131 -0.9961 -9.0917 0.090
H 0.9306 -2.0764 -10.1235 0.094
H 1.2594 -2.5295 -8.4345 0.088
C -1.4276 -1.8727 -8.7646 -0.027
H -2.3419 -1.3359 -8.4758 0.090
H -1.2925 -2.7511 -8.1179 0.088
H -1.5402 -2.2271 -9.8025 0.093
Co -0.5140 -0.7460 1.1234 0.731
C -2.4890 -1.0191 1.6077 -0.206
C -2.4031 0.4291 1.6489 -0.139
C -2.5273 0.9098 0.3120 -0.087
H -2.3362 1.0360 2.5458 0.089
C -2.6424 -0.2013 -0.5623 -0.102
C -2.5788 -1.3877 0.2094 -0.149
H -2.6692 -2.4048 -0.1823 0.111
H -2.6400 -1.6604 2.4767 0.116
H -2.5702 1.9557 0.0278 0.104
H -2.8381 -0.1450 -1.6276 0.100
C 0.7515 -2.3626 1.8695 -0.151
C -0.2465 -2.8400 0.9329 -0.192
C 0.2428 -2.5715 -0.3908 -0.107
H -1.1009 -3.4629 1.1957 0.118
C 1.5258 -1.9787 -0.2773 -0.087
C 1.8536 -1.8646 1.1033 -0.071
H 2.7934 -1.4985 1.5117 0.101
H 0.6879 -2.4988 2.9460 0.090
H -0.2788 -2.8480 -1.3045 0.100
H 2.1794 -1.7117 -1.1007 0.106
O -0.0337 -0.1828 -2.0259 -0.207
C -0.4832 -0.9323 -3.1698 -0.211
C -0.7330 0.0605 -4.2988 -0.156
H -1.3856 -1.5061 -2.8930 0.107
H 0.3047 -1.6536 -3.4424 0.120
C 0.0770 1.3063 -3.9033 -0.154
H -1.7992 0.3144 -4.2860 0.113
H -0.4741 -0.3403 -5.2812 0.086
C 0.1367 1.2078 -2.3790 -0.179
H -0.3587 2.2407 -4.2687 0.111
H 1.0927 1.2137 -4.3102 0.113
H -0.6925 1.7806 -1.9363 0.107
H 1.0849 1.5606 -1.9451 0.125
O 0.3822 0.5484 2.0731 -0.346
Si 0.4715 0.7250 3.6745 0.451
C -0.5601 -0.4491 4.7105 -0.226
C -1.9169 -0.2151 4.9692 -0.120
C -2.6817 -1.1466 5.6874 -0.080
C -2.0970 -2.3158 6.1810 -0.089
C -0.7491 -2.5635 5.9166 -0.077
C 0.0149 -1.6322 5.1982 -0.115
C 2.2175 0.5054 4.2975 -0.234
C 2.4410 0.4107 5.6758 -0.095
C 3.7442 0.2682 6.1714 -0.083
C 4.8268 0.2484 5.2888 -0.097
C 4.6041 0.3897 3.9154 -0.088
C 3.3014 0.5397 3.4176 -0.094
C 0.0816 2.4922 4.1340 -0.221
C -0.6778 2.8065 5.2655 -0.093
C -0.8573 4.1435 5.6453 -0.088
C -0.2459 5.1684 4.9193 -0.097
C 0.5354 4.8525 3.8017 -0.088
C 0.6800 3.5196 3.3946 -0.081
H -2.3920 0.7033 4.6174 0.093
H -3.7425 -0.9463 5.8487 0.104
H -2.6906 -3.0366 6.7465 0.102
H -0.2760 -3.4880 6.2530 0.103
H 1.0719 -1.8444 5.0135 0.102
H 1.5930 0.4252 6.3661 0.109
H 3.8999 0.1601 7.2436 0.099
H 5.8411 0.1326 5.6728 0.099
H 5.4418 0.3792 3.2179 0.098
H 3.1239 0.6652 2.3461 0.097
H -1.1408 2.0057 5.8397 0.085
H -1.4862 4.3734 6.5045 0.098
H -0.3850 6.2098 5.2180 0.099
H 1.0182 5.6442 3.2317 0.097
H 1.2539 3.2842 2.4946 0.106
```

Summary:
* <S²>: 6.035
* relative energy (zero: lowest compared OMol25 entry of this formula, charge and spin): 0.00 kJ/mol
* frontier orbital gap (alpha / beta): 8.1 / 7.1 eV
* HOMO level (alpha / beta): -0.2754 / -0.3035 Eh
* spin multiplicity: 5

=====

Table of total energy (Ha), in record order: -4297.7588 -4126.1864 -3333.5775